ORCA calculation (the ωB97M-V functional and the def2-TZVPD basis) on a molecular structure, C44H29KN4.

The maximum force is 3.06 eV/A. Its HOMO-LUMO gap (spin up / spin down) is 0.119 / 0.119 Ha. Its net charge is -2. The total energy is -2512.79817 Ha.

The geometry in XYZ format:
```
78
Properties=species:S:1:pos:R:3:forces:R:3:mulliken_charge:R:1
K 0.172592 0.311946 0.134354 -1.498 -0.249 0.979 -0.967
C -4.606263 -2.249880 5.796542 0.054 0.076 -0.061 -0.296
C -4.243691 -3.023645 4.693807 0.134 0.287 -0.062 -0.715
C -3.398353 -2.493080 3.718498 -0.166 0.100 0.445 0.180
C -2.903314 -1.187666 3.844814 0.120 0.005 -0.008 -0.540
C -3.277666 -0.414813 4.950967 -0.282 -0.352 0.092 -0.054
C -4.127599 -0.945093 5.923425 0.064 -0.134 -0.287 -0.668
C -1.983024 -0.638609 2.818063 2.988 -0.441 -0.510 -0.121
C -2.474520 0.137707 1.804529 -0.532 1.432 -1.470 0.614
C -3.889438 0.431517 1.647515 -1.292 -0.145 0.313 -1.021
C -4.063716 1.092432 0.503235 -1.250 0.067 -0.030 -1.063
C -2.764949 1.281265 -0.126724 -0.107 -0.820 1.876 0.913
C -2.606220 1.861253 -1.355117 2.898 -0.048 -0.551 -0.224
C -3.797881 2.233255 -2.156272 0.065 0.027 -0.037 -0.662
C -4.377163 1.277229 -3.003967 -0.262 0.351 -0.066 0.233
C -5.489327 1.601922 -3.780542 0.183 0.141 0.243 -0.727
C -6.029065 2.886005 -3.715833 0.084 0.038 0.103 -0.282
C -5.462571 3.841578 -2.869659 0.105 -0.292 0.013 -0.702
C -4.351696 3.516126 -2.087760 -0.326 -0.170 -0.355 -0.015
C -1.242620 2.014602 -2.016920 -2.512 0.537 0.041 0.960
N -0.112676 1.478161 -1.680796 -1.158 0.499 -1.533 -0.159
C 0.848800 1.773814 -2.596231 -0.853 0.549 -0.185 0.374
C 2.109637 1.264549 -2.610685 0.627 -1.526 2.129 0.523
C 2.967456 1.684393 -3.753696 0.433 -0.284 0.105 -0.733
C 2.891311 1.014850 -4.982775 0.237 0.292 -0.018 0.073
C 3.700356 1.410596 -6.048762 -0.007 0.155 0.271 -0.695
C 4.593103 2.470914 -5.891035 -0.062 -0.038 0.066 -0.280
C 4.678042 3.138408 -4.668982 -0.253 -0.232 -0.016 -0.672
C 3.867401 2.747835 -3.602203 0.096 -0.106 -0.305 0.043
C 2.696607 0.293755 -1.540564 -0.560 1.370 -1.448 0.361
C 3.956536 -0.286906 -1.619190 1.612 -0.726 -0.481 -0.961
C 4.092373 -1.115134 -0.506396 1.684 -0.330 -0.667 -0.894
C 2.927810 -0.985541 0.242513 -0.166 -1.049 1.721 0.409
N 2.132554 -0.139346 -0.412788 2.303 -0.544 -0.532 -0.092
C 2.662940 -1.715557 1.598542 0.089 1.398 -2.187 0.539
C 1.538520 -1.583934 2.354696 -0.705 0.022 0.726 0.159
C 1.215651 -2.190608 3.632935 1.374 -1.354 1.182 -1.055
C -0.040438 -1.908087 3.998643 0.085 0.480 -1.035 -0.956
C -0.523493 -1.081715 2.873434 -2.407 0.224 1.119 0.834
N 0.423793 -0.880894 2.012349 -0.797 -0.716 0.638 0.004
C 3.676915 -2.686695 2.106577 0.258 0.050 -0.468 -0.609
C 3.436386 -4.065743 1.990068 0.240 0.092 0.193 0.057
C 4.378926 -4.989701 2.440805 -0.014 0.345 0.008 -0.766
C 5.577756 -4.543663 2.994089 -0.017 0.106 -0.008 -0.270
C 5.831264 -3.175413 3.103821 -0.323 -0.088 -0.098 -0.682
C 4.882383 -2.247734 2.666919 0.140 -0.375 -0.032 0.024
C 0.198328 2.653626 -3.548845 0.968 0.849 -1.826 -1.152
C -1.094033 2.824839 -3.242640 0.375 -0.752 0.810 -0.890
N -1.861982 0.750957 0.749536 -2.082 0.207 0.616 -0.374
H -5.271195 -2.659627 6.551136 0.054 0.022 -0.037 0.336
H -4.623001 -4.035230 4.584327 0.004 0.068 0.046 0.343
H -3.124308 -3.086294 2.848242 0.026 0.160 0.155 0.433
H -2.911818 0.606189 5.037588 0.021 -0.213 -0.070 0.473
H -4.420231 -0.334505 6.772357 0.012 -0.077 -0.034 0.349
H -4.679343 0.136119 2.315842 -0.174 -0.083 0.181 0.373
H -5.012193 1.418354 0.113516 -0.227 0.082 -0.115 0.396
H -3.959438 0.272070 -3.036882 0.000 0.251 0.030 0.440
H -5.933835 0.848548 -4.423851 0.001 0.088 0.016 0.355
H -6.898288 3.137916 -4.316271 0.065 0.006 0.035 0.335
H -5.889704 4.838048 -2.809587 0.008 -0.069 -0.029 0.361
H -3.916669 4.252147 -1.416003 0.011 -0.162 -0.106 0.467
H 2.194412 0.188039 -5.108215 0.116 0.170 0.143 0.408
H 3.630909 0.891755 -7.000925 0.022 0.056 0.085 0.337
H 5.222045 2.778710 -6.722034 -0.050 -0.033 0.070 0.333
H 5.372463 3.964868 -4.544838 -0.073 -0.084 -0.024 0.347
H 3.932472 3.272876 -2.650817 -0.099 -0.206 -0.125 0.509
H 4.686814 -0.146787 -2.404355 0.087 -0.028 -0.034 0.452
H 4.949547 -1.731325 -0.272837 0.100 -0.015 -0.016 0.446
H 1.901614 -2.783205 4.215146 0.204 -0.142 0.104 0.437
H -0.577059 -2.193693 4.880868 -0.068 -0.113 0.224 0.473
H 2.503689 -4.417596 1.550509 0.178 0.210 0.076 0.420
H 4.174909 -6.053546 2.355901 0.044 0.100 0.006 0.340
H 6.315168 -5.263310 3.339219 -0.050 0.073 -0.028 0.344
H 6.768818 -2.829302 3.530027 -0.099 -0.035 -0.025 0.349
H 5.085045 -1.182589 2.756800 -0.149 -0.168 -0.090 0.467
H 0.688409 3.096715 -4.399734 0.172 0.110 -0.185 0.409
H -1.846730 3.399337 -3.743510 -0.127 0.164 -0.172 0.463
H 0.901753 2.171240 1.216089 0.409 0.940 0.507 -0.201
```
Positions in Å, forces in eV/Å.


ORCA calculation (the ωB97M-V functional and the def2-TZVPD basis) on a molecular structure, C44H30F2N2PV.

The maximum force is 2.35 eV/A. The spin multiplicity is 4. Its HOMO-LUMO gap (spin up / spin down) is 0.181 / 0.194 Ha. Its net charge is -1. The total energy is -3289.23930 Ha.

The geometry in XYZ format:
```
80
Properties=species:S:1:pos:R:3:forces:R:3:nbo_charge:R:1
V -1.076670 0.367727 -0.362790 2.002 0.822 0.122 0.786
C 4.233604 2.036083 2.951672 0.005 0.007 -0.017 -0.209
C 3.091033 2.655172 2.464692 -0.009 0.058 0.035 -0.234
C 2.066021 1.894289 1.928668 -0.019 -0.088 -0.035 -0.130
C 2.151221 0.501234 1.872433 0.007 0.183 -0.219 -0.334
C 3.294818 -0.109079 2.381831 -0.070 0.039 0.014 -0.209
C 4.327017 0.654079 2.911993 0.054 0.001 0.039 -0.220
P 0.650185 -0.355515 1.211043 0.399 -0.854 1.116 1.030
C 1.175205 -2.112446 1.252495 0.065 -0.063 0.058 -0.336
C 0.357077 -3.073466 1.845951 0.099 0.075 -0.029 -0.192
C 0.721452 -4.409629 1.843645 -0.052 -0.051 0.008 -0.219
C 1.913117 -4.808270 1.255093 -0.003 -0.042 -0.013 -0.217
C 2.722449 -3.865876 0.642006 0.055 0.008 -0.058 -0.225
C 2.347572 -2.530674 0.625903 -0.122 0.082 0.013 -0.147
C -0.325505 -0.257856 2.759689 0.058 -0.149 0.248 -0.330
C 0.149550 -0.711060 3.969347 -0.111 0.063 -0.206 -0.210
C -0.641967 -0.599273 5.121379 -0.070 0.009 0.169 -0.233
C -1.864404 0.016447 5.059155 0.012 -0.032 0.022 -0.180
C -2.343041 0.564433 3.848948 0.214 -0.105 -0.183 -0.083
C -3.528695 1.330628 3.794915 -0.199 0.119 -0.075 -0.247
C -3.868797 1.954598 2.624446 -0.052 -0.041 0.237 -0.198
C -3.106770 1.763735 1.455751 0.215 -0.056 -0.009 -0.284
C -2.007046 0.911310 1.378445 -0.525 0.510 0.999 -0.385
C -1.583018 0.386093 2.652798 -0.138 0.166 0.334 0.021
H 5.043201 2.628146 3.360406 -0.005 -0.008 0.016 0.202
H 2.996429 3.733520 2.509243 -0.004 -0.004 -0.033 0.207
H 1.170892 2.376859 1.557817 0.073 0.032 0.067 0.205
H 3.380631 -1.185445 2.387190 0.015 -0.044 -0.026 0.225
H 5.207916 0.161036 3.306129 -0.008 -0.010 -0.016 0.205
H -0.570752 -2.761867 2.307654 -0.017 -0.077 0.001 0.225
H 0.066186 -5.145215 2.294710 0.011 0.010 0.012 0.206
H 2.198810 -5.853087 1.256927 -0.005 0.003 -0.005 0.204
H 3.639908 -4.169231 0.152250 -0.013 0.007 -0.011 0.208
H 2.966658 -1.806484 0.111304 0.054 -0.023 -0.009 0.212
H 1.132088 -1.163532 4.035054 0.005 -0.023 -0.011 0.212
H -0.274375 -0.983509 6.066160 -0.007 -0.010 -0.012 0.201
H -2.474679 0.114507 5.951495 0.029 0.038 0.008 0.196
H -4.132924 1.444653 4.688719 0.027 0.020 0.006 0.194
H -4.751983 2.585253 2.591412 0.019 0.027 -0.004 0.193
H -3.431332 2.299225 0.566461 -0.041 -0.067 -0.031 0.189
C -5.017351 0.361648 -1.982241 0.013 0.030 -0.076 -0.266
C -4.738965 0.511301 -3.340274 0.136 -0.021 0.079 -0.206
C -3.408315 0.509823 -3.728517 -0.184 0.056 -0.052 -0.222
C -2.401296 0.452977 -2.776704 -0.313 -0.086 -0.148 0.178
N -2.677060 0.436999 -1.437553 -1.812 0.307 -1.457 -0.485
C -3.978236 0.311747 -1.083152 -0.087 0.042 -0.036 0.033
C -0.978421 0.275841 -3.108586 0.404 -0.734 -0.263 -0.047
C -0.465759 0.836575 -4.286012 -0.326 0.367 0.113 -0.406
C 0.858829 0.743844 -4.799818 0.218 -0.034 0.070 -0.195
C 1.992607 0.554314 -4.083178 0.112 0.167 -0.162 -0.269
C 1.928046 0.512336 -2.581912 -0.137 -0.219 -0.239 -0.342
C -0.297220 -0.606557 -2.238686 -0.276 0.318 -0.428 -0.265
H -6.034384 0.270157 -1.624530 0.009 0.008 0.029 0.210
H -5.534568 0.579796 -4.070455 0.008 -0.051 -0.018 0.204
H -3.139216 0.515558 -4.775115 0.041 0.022 0.011 0.222
H -4.164600 0.159246 -0.031807 0.033 0.065 0.029 0.215
H -1.168853 1.378265 -4.910981 -0.014 0.053 0.080 0.193
H 0.962242 0.886019 -5.873996 0.015 -0.042 -0.008 0.192
H 2.940308 0.361028 -4.571063 -0.014 0.017 -0.008 0.201
H 2.931536 0.417642 -2.158801 -0.005 0.069 0.013 0.244
F -0.533770 -4.887513 -1.889044 -0.094 -0.001 -0.045 -0.362
C -0.182133 -3.563541 -1.870186 0.668 -0.002 -0.177 0.411
C -1.035084 -2.712153 -1.106003 -0.160 0.220 -0.164 -0.334
C -0.955862 -1.364405 -1.167371 -0.351 -1.773 0.211 -0.219
C 1.126135 -0.761187 -2.314085 0.402 -0.460 0.036 -0.058
C 1.673577 -1.995610 -2.369882 -0.031 0.882 0.060 0.387
F 3.046417 -2.068758 -2.529480 0.016 -0.071 0.098 -0.379
C 1.038531 -3.270848 -2.381016 -0.337 -0.528 0.093 -0.402
C 1.294987 1.801646 -2.043913 0.005 -0.175 0.174 0.290
C 1.578592 2.994201 -2.703919 0.096 0.375 0.044 -0.188
C 1.023056 4.186930 -2.278088 0.012 -0.264 0.110 -0.182
C 0.194129 4.167412 -1.166473 0.043 0.208 -0.019 -0.256
C 0.002055 2.964384 -0.523615 -0.038 0.068 -0.004 0.016
N 0.519230 1.796146 -0.946564 -0.006 0.762 -0.460 -0.501
H -1.649670 -3.201542 -0.355248 0.148 -0.007 0.121 0.202
H 1.637787 -4.096753 -2.748053 -0.055 -0.005 -0.080 0.223
H 2.227012 2.977047 -3.566956 -0.029 -0.098 -0.022 0.226
H 1.231170 5.110715 -2.802116 -0.002 0.004 -0.026 0.207
H -0.272311 5.068352 -0.790294 -0.024 -0.031 0.024 0.214
H -0.594253 2.909404 0.383251 -0.029 0.031 -0.025 0.215
```
Positions in Å, forces in eV/Å.


Q: Among the records above, which one has the highest net charge?
A: C44H30F2N2PV


Q: Among the records above, which one has the highest net charge?
A: C44H30F2N2PV


Q: The highest maximum force belongs to which entry?
A: C44H29KN4


Q: The highest net charge belongs to which entry?
A: C44H30F2N2PV